{
  "formula": "C4H5NS3",
  "method": "ωB97M-V/def2-TZVPD",
  "symbols": ["C", "C", "S", "C", "N", "S", "C", "S", "H", "H", "H", "H", "H"],
  "coordinates": [[3.659, 0.221, 0.072], [2.329, 0.535, -0.301], [1.313, -0.750, -0.212], [-0.253, 0.017, 0.189], [-1.276, -0.772, 0.102], [-2.665, 0.374, -0.003], [-3.907, -0.616, -0.107], [-5.474, 0.004, -0.141], [4.456, 0.915, 0.153], [3.782, -0.968, 0.301], [1.929, 1.587, -0.726], [-0.158, 1.174, 0.542], [-3.735, -1.720, 0.131]],
  "lumo_ev": -0.29,
  "energy_ev": -38220.7485,
  "smiles": "C=CS/C=N/SC=S",
  "gap_ev": 8.088,
  "e_above_lowest_kj_mol": 384.4
}